[1]
The following is a DFT calculation (the ωB97M-V functional and the def2-TZVPD basis) of C26H77NO23 as an isolated structure.

Relative energy (zero: lowest compared OMol25 entry of this formula, charge and spin) in kcal/mol: 236.5
E_HOMO in Ha: -0.2653
DFT total energy in eV: -76778.8046
Frontier orbital gap in eV: 7.240

Cartesian coordinates (Å):
C  1.899535  -0.019367  0.119339
C  0.707634  -0.362749  -0.800479
C  -0.519557  -0.609482  0.049557
O  -0.868264  0.649615  0.613654
C  -2.066556  0.592817  1.350080
N  0.500724  0.741430  -1.774757
H  2.138489  -0.912000  0.702949
H  1.620424  0.747882  0.840296
H  2.743329  0.298970  -0.490993
H  1.041111  -1.233593  -1.367848
H  -0.300797  -1.315867  0.859775
H  -1.389933  -0.986089  -0.501925
H  -2.349654  1.579175  1.704693
H  -1.948585  -0.080903  2.207091
H  -2.855738  0.159359  0.717465
H  -0.028845  0.379500  -2.571006
H  -0.195075  1.326070  -1.305053
C  -2.589585  1.285444  -3.649256
C  -3.797033  1.011835  -2.789157
O  -4.666322  0.174995  -3.547891
O  -1.724847  0.141752  -3.708076
H  -2.011768  2.078003  -3.175568
H  -2.901235  1.577244  -4.652313
H  -4.285569  1.964161  -2.545868
H  -3.546002  0.582847  -1.813171
H  -5.511845  0.073623  -3.102764
H  -2.275947  -0.605769  -3.979313
C  -0.310496  5.275411  3.328862
C  -0.555201  3.787203  3.206241
O  -0.156015  3.055675  4.326463
O  1.087810  5.547962  3.358004
H  -0.799350  5.702763  4.209816
H  -0.771574  5.766852  2.463537
H  -0.012354  3.464771  2.300816
H  -1.588449  3.562202  2.935586
H  0.807211  3.157629  4.432124
H  1.242368  6.371043  2.891355
C  -1.434505  -3.820451  -0.587903
C  -0.052793  -3.950885  0.040416
O  0.954918  -3.350191  -0.794929
O  -1.655756  -4.604174  -1.733912
H  -1.605402  -2.752977  -0.740517
H  -2.166680  -4.140718  0.160651
H  0.224301  -4.962403  0.347918
H  0.015127  -3.326919  0.936589
H  1.030438  -3.793235  -1.653045
H  -1.355900  -4.102186  -2.501867
C  0.449745  -2.995388  -4.369074
C  -0.899008  -2.934851  -5.048676
O  -1.944899  -2.795537  -4.110908
O  0.622931  -4.182235  -3.595595
H  0.479884  -2.179500  -3.647893
H  1.295495  -2.879300  -5.043082
H  -1.051303  -3.829291  -5.671895
H  -0.906641  -2.106505  -5.771054
H  -2.803267  -2.889893  -4.532127
H  0.422292  -4.982773  -4.091366
C  3.496010  2.272421  3.630009
C  3.251327  2.668088  2.166993
O  3.894161  3.917700  1.952175
O  2.748346  3.183021  4.438970
H  4.563843  2.308770  3.846865
H  3.080897  1.278208  3.797190
H  2.160366  2.767533  2.075131
H  3.541781  1.895244  1.448446
H  3.805997  4.111275  1.011986
H  2.561915  3.994320  3.941826
C  -6.503199  -1.461404  2.628131
C  -5.395402  -0.674532  1.971154
O  -4.139190  -1.346231  1.930219
O  -6.850521  -2.626944  1.902692
H  -7.396059  -0.825251  2.595554
H  -6.378458  -1.667369  3.696887
H  -5.216477  0.300138  2.428567
H  -5.702007  -0.465610  0.938765
H  -4.103597  -1.989161  1.216311
H  -6.136062  -3.268242  2.003247
C  0.375559  -3.281462  4.262500
C  1.553828  -3.234518  3.320756
O  1.540940  -2.006408  2.617781
O  -0.836098  -3.383507  3.564472
H  0.473385  -2.436258  4.956651
H  0.481349  -4.202017  4.842781
H  1.493239  -4.041309  2.574415
H  2.503860  -3.456400  3.827876
H  2.290826  -1.892352  2.021727
H  -1.074930  -2.536565  3.141094
C  -1.436150  0.567667  3.514733
C  -0.106034  1.148546  3.073417
O  1.015680  0.531004  3.657518
O  -1.625848  -0.718306  2.903486
H  -2.241611  1.224009  3.163690
H  -1.538135  0.442336  4.596564
H  -0.114030  2.221820  3.279803
H  -0.065293  1.095740  1.974829
H  0.875391  -0.432701  3.609637
H  -2.568752  -0.904251  2.741385
C  -0.418192  4.241185  -2.421747
C  0.359071  4.655975  -1.176291
O  0.524763  6.051435  -0.986121
O  -1.823486  4.460204  -2.223528
H  -0.286148  3.166941  -2.561267
H  -0.121060  4.693450  -3.370730
H  1.360061  4.217000  -1.272556
H  -0.063178  4.169476  -0.286907
H  -0.302073  6.454418  -1.283519
H  -2.061621  5.281163  -2.661402
C  4.245308  -1.982391  -0.849674
C  4.557479  -3.146376  -1.772521
O  5.542762  -4.012472  -1.247276
O  3.373396  -2.338814  0.209436
H  3.855567  -1.116787  -1.394260
H  5.190577  -1.624749  -0.438605
H  4.903864  -2.665273  -2.692774
H  3.691743  -3.738204  -2.083248
H  5.164811  -4.467459  -0.488660
H  2.508528  -2.637760  -0.130168
C  2.958954  1.337298  -4.198012
C  3.672268  0.111355  -3.690944
O  2.721501  -0.913787  -3.309356
O  2.475032  2.189814  -3.168459
H  2.111751  0.974362  -4.792687
H  3.658308  1.953014  -4.765938
H  4.303263  0.346324  -2.823973
H  4.306380  -0.369504  -4.438472
H  2.156581  -0.410419  -2.703872
H  1.771928  1.692538  -2.676696

Cartesian forces, eV/Å:
C -1.09 -0.02 0.24
C 1.27 0.51 -0.08
C -0.28 0.35 0.39
O 0.02 -0.25 -2.38
C -3.13 3.78 -6.91
N -0.79 -0.30 0.14
H 0.00 0.97 -0.56
H 0.07 0.25 -0.21
H 0.09 0.05 0.22
H -0.63 -0.12 0.18
H 0.11 0.00 -0.15
H 0.12 0.16 -0.25
H -0.08 0.66 -1.57
H -1.29 4.34 -8.01
H -0.15 0.50 -0.52
H -0.04 -0.10 0.11
H 0.34 0.37 -0.07
C 0.46 -0.47 0.76
C -0.53 0.63 0.05
O 0.03 -0.27 -0.03
O -0.45 0.14 -0.32
H -0.03 0.10 -0.20
H -0.05 0.14 -0.02
H -0.02 0.05 -0.24
H 0.32 -0.27 -0.19
H 0.07 0.01 0.08
H 0.29 -0.14 0.14
C -0.62 0.41 -0.18
C 0.19 2.28 -0.88
O -0.32 4.22 3.58
O -0.08 -0.34 0.09
H 0.09 -0.19 0.15
H 0.07 -0.09 -0.08
H 0.12 0.25 0.12
H -0.20 0.14 0.55
H 0.32 -0.13 0.34
H 0.15 0.02 -0.02
C 0.00 -0.21 0.93
C 0.41 0.69 -0.13
O 0.08 -0.43 -0.04
O 0.12 0.07 -0.03
H -0.08 -0.20 -0.41
H 0.02 -0.08 0.07
H -0.14 -0.14 -0.34
H -0.40 -0.27 0.06
H -0.24 -0.23 -0.02
H -0.05 -0.06 -0.04
C -0.43 -0.08 0.54
C 0.20 -0.12 -1.42
O 0.12 0.14 0.59
O -0.04 0.01 0.37
H 0.20 0.06 0.01
H -0.18 0.14 -0.32
H 0.03 -0.11 0.21
H 0.12 0.12 0.24
H 0.02 -0.16 -0.11
H 0.03 0.14 -0.17
C -0.62 0.30 -1.15
C -0.22 -0.47 0.78
O -0.02 -0.16 -0.45
O -0.23 0.08 0.36
H 0.03 0.13 0.18
H 0.19 0.11 0.06
H 0.00 0.06 -0.15
H 0.36 0.08 0.15
H 0.06 0.21 0.13
H 0.46 0.08 0.00
C -0.85 0.48 0.22
C 0.10 0.08 -0.70
O 0.04 -0.46 0.65
O 0.42 -0.13 -0.02
H 0.08 -0.02 -0.11
H 0.53 -0.11 -0.12
H -0.08 -0.16 0.29
H -0.07 -0.02 0.08
H -0.14 0.05 -0.07
H -0.15 0.00 0.05
C 0.84 -0.37 -0.21
C 0.67 -0.83 -0.91
O -0.35 0.30 0.44
O -0.63 0.28 -0.19
H -0.46 0.08 -0.07
H -0.13 0.09 0.09
H -0.36 -0.10 0.21
H -0.11 0.57 0.27
H 0.27 -0.41 0.23
H 0.45 -0.24 0.53
C 0.87 1.70 4.08
C -0.54 -1.47 -2.36
O -0.11 -0.49 0.82
O 3.13 -8.77 9.64
H 0.51 -0.37 1.55
H 0.42 -0.08 0.02
H 0.49 -4.50 -0.91
H 0.50 -0.51 1.20
H 0.51 0.45 -0.28
H -0.86 -1.42 1.44
C -0.42 -0.22 0.48
C 0.95 -0.72 -0.48
O -0.57 -0.02 -0.31
O -0.08 0.18 -0.11
H 0.08 0.01 0.11
H 0.42 0.27 0.29
H 0.01 0.22 -0.06
H -0.36 0.15 -0.15
H 0.18 0.14 0.26
H -0.13 -0.05 -0.02
C -0.29 0.01 -0.01
C -0.13 0.61 -0.39
O 0.28 -0.03 -0.14
O 0.60 -0.82 0.61
H -0.12 -0.49 -0.08
H 0.01 -0.28 0.37
H 0.51 -0.42 -0.01
H -0.35 0.26 0.24
H -0.04 0.08 0.03
H 0.27 -0.16 -0.37
C 0.01 0.44 0.24
C 0.07 -1.01 0.21
O 0.11 0.99 -0.01
O -0.16 -0.48 0.15
H 0.21 0.20 -0.41
H -0.17 -0.12 -0.31
H 0.00 0.20 -0.12
H -0.05 0.26 -0.17
H -0.27 -0.46 0.05
H 0.26 0.32 0.07

***

[2]
The following is a DFT calculation (the ωB97M-V functional and the def2-TZVPD basis) of a 13-piece molecular cluster, C26H78O13S13 overall.

Relative energy (zero: lowest compared OMol25 entry of this formula, charge and spin) in kcal/mol: 389.9
E_HOMO in Ha: -0.2905
DFT total energy in eV: -195675.3841
Frontier orbital gap in eV: 7.537

Cartesian coordinates (Å):
C  20.811864  -37.830620  1.852166
S  20.613365  -37.244447  3.489781
O  21.051774  -35.747664  3.611495
C  18.808544  -37.256654  3.563996
H  21.859177  -37.707064  1.598300
H  20.116145  -37.193674  1.303371
H  20.787237  -38.927306  1.818134
H  18.605722  -36.943741  4.722389
H  18.339977  -38.402610  3.593702
H  18.359943  -36.542608  2.799522
C  14.577746  -36.657563  3.903668
S  14.857177  -35.992357  5.597791
O  14.414611  -34.473647  5.606885
C  13.540960  -36.926779  6.501897
H  14.832523  -37.868818  3.870824
H  15.269520  -36.341120  3.140675
H  13.752332  -36.423423  3.572938
H  13.835091  -36.581093  7.493754
H  13.752800  -37.971502  6.688147
H  12.630098  -36.666167  6.004095
C  18.584852  -42.608189  10.833129
S  20.069703  -42.033195  10.101170
O  19.763134  -40.573977  9.762690
C  21.078033  -41.942069  11.626028
H  18.589418  -43.254932  11.812247
H  17.840459  -43.046192  10.309152
H  18.235247  -41.781096  11.450074
H  20.336796  -41.448396  12.304625
H  21.969070  -41.178341  11.337836
H  21.309753  -43.022258  11.919109
C  21.828104  -42.591400  7.025054
S  23.523484  -42.784520  7.377545
O  23.799084  -42.078219  8.638644
C  23.493631  -44.543239  7.895202
H  21.511246  -41.437001  6.920482
H  21.346454  -43.271162  7.610953
H  21.617248  -42.939306  6.067024
H  23.349693  -44.284612  8.971232
H  24.556525  -44.906297  8.090583
H  23.091030  -45.375610  7.276918
C  18.720251  -36.965800  8.804891
S  17.848317  -37.923347  7.568105
O  17.396683  -36.990228  6.530378
C  19.241741  -38.718192  6.843816
H  18.208610  -36.893861  9.775809
H  19.025407  -36.097338  8.393543
H  19.582758  -37.401980  9.161240
H  19.199898  -39.142114  5.903363
H  19.967815  -39.287302  7.493382
H  19.897763  -37.877810  6.611234
C  16.322069  -34.080948  8.054265
S  17.102451  -33.173769  9.346164
O  16.376740  -31.791827  9.314449
C  16.294704  -34.144997  10.626987
H  16.370594  -33.510585  7.301043
H  15.236191  -33.944371  8.362374
H  16.718369  -35.263006  7.865727
H  16.937773  -33.909824  11.564295
H  16.413736  -35.143415  10.274474
H  15.151454  -34.043346  10.826016
C  21.585895  -36.707080  11.713834
S  21.299932  -38.415993  12.242144
O  22.144922  -38.604758  13.507651
C  19.561741  -38.223268  12.815555
H  22.615881  -36.636938  11.071767
H  21.905401  -36.045999  12.433567
H  20.779288  -36.496642  11.264182
H  19.088369  -37.572252  12.035795
H  19.508054  -37.748047  13.705962
H  18.992686  -38.946329  13.076464
C  15.870953  -38.522305  14.136258
S  15.561522  -37.685969  12.564430
O  16.771131  -36.714781  12.387485
C  16.133580  -39.102520  11.583950
H  15.780715  -37.646596  14.913934
H  16.688359  -39.135267  14.120221
H  15.011999  -39.158161  14.231823
H  15.356957  -39.922258  11.599748
H  16.971604  -39.401053  11.782682
H  16.062260  -38.810625  10.517663
C  18.527551  -32.421186  4.758848
S  20.230581  -33.087760  4.946620
O  20.888803  -32.075858  5.950501
C  19.837045  -34.375062  6.202695
H  17.906333  -33.078059  3.969541
H  18.608970  -31.552592  4.197680
H  18.094359  -31.896898  5.602676
H  20.045691  -34.260803  7.271509
H  20.673623  -35.060178  6.077081
H  18.744283  -34.797996  6.052628
C  23.616716  -38.966174  7.951369
S  23.542061  -37.790806  6.607153
O  22.467123  -38.361064  5.762095
C  22.691383  -36.424304  7.603218
H  24.426644  -38.751156  8.663704
H  23.701122  -39.937931  7.393652
H  22.654334  -39.168217  8.329607
H  22.405717  -35.538168  6.818799
H  23.294057  -36.026794  8.545793
H  21.785656  -36.601977  7.986071
C  20.481428  -41.641865  3.989189
S  19.351997  -41.652529  2.573338
O  20.300371  -41.615229  1.403443
C  18.832701  -43.401892  2.690644
H  21.124746  -40.768278  4.125950
H  21.031711  -42.570461  4.186366
H  19.804391  -41.668363  4.733982
H  18.216825  -43.413770  3.598953
H  19.712713  -43.867053  2.657950
H  18.147256  -43.916561  1.890998
C  19.969915  -31.697746  11.218002
S  20.713699  -33.297647  10.920545
O  19.505985  -34.173303  10.556978
C  21.543294  -32.889945  9.442654
H  20.604938  -30.937332  11.437762
H  19.298917  -32.082288  12.066277
H  19.204046  -31.320131  10.388903
H  20.814740  -32.611068  8.684015
H  22.163154  -33.896851  9.109960
H  21.968782  -31.827268  9.432716
C  15.376326  -40.634320  6.821885
S  15.516040  -42.453056  6.595631
O  14.804914  -42.688375  5.318215
C  17.216166  -42.370174  6.201828
H  15.520774  -40.209776  5.681698
H  16.109958  -40.322287  7.593432
H  14.542638  -40.489955  7.284131
H  17.227089  -41.823880  5.446413
H  17.696929  -43.396471  5.921586
H  17.808427  -41.821269  7.067576

Cartesian forces, eV/Å:
C 0.65 0.22 -0.29
S 0.53 1.63 2.11
O -1.01 -2.71 -0.83
C -1.52 -1.17 2.59
H 0.13 0.82 -0.24
H 0.27 -0.71 -0.88
H -1.14 0.20 -0.06
H 0.20 -0.22 -3.02
H 1.37 2.93 -0.70
H 0.37 -1.05 1.03
C 8.85 -5.29 3.18
S -0.43 2.40 -0.80
O 0.43 -3.57 -0.24
C 2.10 0.60 0.09
H -1.16 2.99 0.52
H 0.81 0.82 0.33
H -8.92 1.91 -2.97
H -1.24 0.88 0.17
H -0.01 -0.56 -1.12
H -0.81 0.04 0.57
C 0.83 -0.03 5.77
S 0.76 1.36 -0.53
O 0.18 -1.35 0.08
C 0.31 0.80 -0.77
H 1.19 0.18 -1.95
H -2.07 -0.92 -2.48
H -0.48 0.88 -0.83
H 1.09 -0.37 -0.05
H -1.96 -2.24 0.92
H 0.12 1.76 -0.21
C -0.08 3.74 -1.21
S 1.76 -0.51 -1.53
O -0.04 0.29 0.97
C 2.45 -0.12 1.17
H 0.69 -2.65 1.08
H -2.09 -0.89 2.35
H 0.19 -0.76 -1.98
H -1.50 -1.08 -0.47
H -0.70 0.90 -1.02
H -0.68 0.97 0.77
C -1.80 -2.05 1.68
S -0.24 -1.71 1.39
O -0.27 0.88 -0.80
C 3.45 1.07 2.09
H -0.75 0.58 -0.68
H 0.46 3.27 -1.30
H 2.23 -1.73 0.19
H -1.20 -1.33 -1.83
H -1.46 0.10 -0.14
H 0.12 0.48 -0.12
C -1.50 -6.19 5.03
S -1.89 2.37 0.54
O 1.30 -2.04 -0.06
C 0.06 1.03 2.27
H 0.86 3.82 -6.40
H 0.99 -0.96 -0.51
H -1.23 3.62 0.52
H -1.45 -0.89 -1.34
H 0.51 -0.96 0.34
H 2.06 0.60 -0.67
C 7.73 -3.12 0.36
S 0.97 -0.35 2.48
O -0.87 -0.16 -1.50
C 3.42 5.08 -4.74
H -2.75 -0.80 0.77
H -0.23 1.25 2.47
H -5.72 2.48 -3.87
H 0.00 -0.70 0.80
H 0.74 2.60 2.76
H -3.24 -6.19 0.44
C -3.23 3.55 0.96
S 3.88 0.73 -0.51
O -2.38 -1.29 0.32
C -11.30 2.41 -3.79
H 0.64 -2.04 -1.23
H 2.55 -0.93 0.16
H -0.66 -0.37 0.44
H 0.79 0.61 0.48
H 9.32 -3.01 2.58
H 0.36 0.24 0.51
C -0.63 -1.90 -2.14
S -0.57 2.09 4.53
O -0.33 -0.93 -2.21
C -1.42 -1.87 -0.82
H 0.93 1.02 2.53
H 1.05 1.73 -1.76
H -0.39 -1.34 0.98
H -0.68 1.83 -0.09
H -0.64 -0.97 -1.02
H 2.48 0.38 0.16
C 1.23 -1.23 -1.35
S -1.28 1.12 1.71
O -0.25 -0.20 -0.60
C 3.95 3.68 -1.88
H -0.45 -0.38 -0.19
H 1.05 0.85 0.55
H -1.32 0.66 1.13
H 1.46 -1.94 1.86
H -0.66 -0.71 -2.34
H -3.58 -1.93 1.31
C 1.02 -0.91 -1.06
S 1.65 -0.10 -1.85
O -0.87 0.31 0.16
C -4.72 1.37 -0.60
H -0.27 0.04 -0.64
H 0.18 0.15 -1.01
H -2.34 0.37 3.23
H 0.59 -0.57 0.16
H 3.41 -2.36 0.52
H 1.27 1.90 0.98
C -5.00 -2.30 -0.82
S -1.69 -0.35 -0.19
O 1.93 0.35 0.49
C 1.41 -0.59 -2.10
H 2.01 2.00 1.09
H 0.85 1.42 -0.76
H 1.77 -1.19 1.36
H -0.57 -0.93 -0.33
H -1.13 3.16 0.61
H 0.76 -1.87 0.69
C 6.01 -1.00 -3.96
S -1.05 0.66 0.63
O -0.05 -0.41 -0.28
C 2.94 -5.11 7.21
H -0.49 -0.70 3.20
H 0.17 0.10 -0.93
H -5.78 1.16 1.95
H 0.47 5.00 -6.97
H -1.05 1.72 0.85
H -1.08 -1.37 -1.63